(1)
Below is an isolated molecule of C4H6O2S, with properties calculated with ωB97M-V/def2-TZVPD.

Each line ends with the Mulliken charge.
Cartesian coordinates (Å):
C1 1.12 -0.90 -0.05  -0.3721
C2 -0.19 -0.46 0.77  0.2432
C3 -2.16 -0.19 -0.43  -0.1930
C4 -1.39 1.07 -0.29  -0.4158
H1 1.18 -1.84 -0.52  0.3338
H2 -0.12 -0.62 1.87  0.3597
H3 -3.19 -0.18 0.08  0.2791
H4 -2.17 -0.30 -1.62  0.2200
H5 -0.93 1.19 -1.25  0.2259
H6 -1.90 2.03 0.17  0.2367
O1 -1.20 -1.07 -0.04  -0.3737
O2 -0.33 0.85 0.69  -0.3381
S1 2.19 0.27 -0.24  -0.2055

Its gap between HOMO and LUMO is 0.3104 Eh. For the total energy, the calculation gives -704.56819 hartree. The value obtained for the lowest unoccupied orbital energy is -0.12 eV. Its total charge is 0. The SMILES is S=CC1OCCO1. For the energy above the lowest of the compared OMol25 structures with the same formula, charge and spin, the calculation gives 292.3 kJ/mol. As for the highest occupied orbital energy: -8.56 eV.

***

(2)
Below is an isolated molecule of C4H6O2S2, with properties calculated with ωB97M-V/def2-TZVPD.

Each line ends with the Mulliken charge.
Cartesian coordinates (Å):
C1 0.32 1.43 0.45  -1.6158
C2 0.12 -0.14 0.43  0.2995
C3 1.18 -0.79 -0.43  0.5221
C4 -1.28 -0.23 -0.13  0.0656
H1 1.24 1.65 1.08  0.3591
H2 -0.47 1.75 1.12  0.4865
H3 0.32 1.92 -0.50  0.4020
H4 0.15 -0.66 1.46  0.3741
H5 2.88 -0.61 -1.23  0.4137
H6 -3.65 -1.58 0.07  0.1883
O1 2.48 -0.39 -0.17  -0.5110
O2 0.95 -1.62 -1.30  -0.5364
S1 -2.18 -1.69 0.15  -0.2388
S2 -2.07 0.96 -0.99  -0.2090

Its gap between HOMO and LUMO is 0.2930 Eh. For the total energy, the calculation gives -1102.80087 hartree. The value obtained for the lowest unoccupied orbital energy is -0.67 eV. Its total charge is 0. The SMILES is C[C@H](C(=O)O)C(=S)S. For the energy above the lowest of the compared OMol25 structures with the same formula, charge and spin, the calculation gives 254.9 kJ/mol. As for the highest occupied orbital energy: -8.64 eV.

***

(3)
Below is a structure of composition C4H6O2Sn, with properties calculated with ωB97M-V/def2-TZVPD.

Each line ends with the Mulliken charge.
Cartesian coordinates (Å):
O1 -0.69 0.82 -0.52  0.0416
C1 1.29 0.54 -0.78  -0.4556
Sn1 0.89 1.52 0.92  0.6734
O2 1.64 -0.47 0.12  -0.0313
C2 2.47 -1.55 -0.32  -0.6307
H1 2.48 -1.66 -1.41  0.3130
H2 3.50 -1.32 -0.01  0.2769
H3 2.09 -2.48 0.11  0.2247
C3 -1.88 1.19 -0.75  -0.4881
C4 -2.76 0.91 0.44  -0.5753
H4 -2.24 1.00 1.42  0.1239
H5 -3.61 1.61 0.42  0.2911
H6 -3.19 -0.11 0.36  0.2364

Its gap between HOMO and LUMO (alpha / beta) is 0.2250 / 0.2250 Eh. For the total energy, the calculation gives -520.47966 hartree. The value obtained for the lowest unoccupied orbital energy (alpha / beta) is -0.83 / -0.83 eV. Its total charge is 0. For the energy above the lowest of the compared OMol25 structures with the same formula, charge and spin, the calculation gives 499.9 kJ/mol. As for the highest occupied orbital energy (alpha / beta): -6.96 / -6.95 eV.

***

(4)
Below is a structure of composition C4H6O2Sn, with properties calculated with ωB97M-V/def2-TZVPD.

Each line ends with the Mulliken charge.
Cartesian coordinates (Å):
H1 -1.63 3.73 -1.60  0.0003
O1 0.37 2.26 -2.66  -0.3903
C1 -0.27 2.02 -1.47  -0.5209
C2 -0.82 0.83 -1.13  0.1684
C3 -1.15 0.63 0.34  -0.6316
C4 -1.71 -0.71 0.66  0.1119
O2 -1.91 -1.58 -0.19  -0.4583
Sn1 -1.36 -0.86 -2.01  -0.0032
H2 0.10 1.59 -3.29  0.2549
H3 0.13 2.71 -0.71  0.4438
H4 -1.91 1.35 0.73  0.2925
H5 -0.30 0.77 1.03  0.3287
H6 -1.97 -0.92 1.71  0.4039

Its gap between HOMO and LUMO (alpha / beta) is 0.2933 / 0.1957 Eh. For the total energy, the calculation gives -520.56695 hartree. The value obtained for the lowest unoccupied orbital energy (alpha / beta) is -0.44 / -0.67 eV. Its total charge is 0. For the energy above the lowest of the compared OMol25 structures with the same formula, charge and spin, the calculation gives 270.7 kJ/mol. As for the highest occupied orbital energy (alpha / beta): -8.42 / -6.00 eV.